The following is a DFT calculation (ωB97M-V/def2-TZVPD) of a molecular structure, C16H17F6IN2NiO at a distorted geometry.

The geometry in XYZ format:
```
44
Properties=species:S:1:pos:R:3:forces:R:3
C -0.528 0.450 3.161 0.08 0.01 0.21
C -1.480 1.384 2.400 0.22 0.77 0.50
H -0.897 -0.574 3.251 -0.06 0.12 -0.02
H -0.416 0.830 4.183 -0.04 -0.01 -0.16
H 0.477 0.458 2.728 -0.19 -0.05 -0.03
H -1.853 1.102 1.388 -0.02 0.14 0.30
H -2.412 1.526 2.962 0.14 -0.16 -0.23
H -0.992 2.359 2.284 -0.15 -0.20 -0.04
C 0.871 -2.589 0.094 -0.60 0.06 -0.89
C 1.226 -3.734 -0.627 -0.03 0.49 0.13
C 0.876 -3.821 -1.978 0.00 -0.10 0.20
C 0.195 -2.771 -2.587 -0.13 0.76 0.40
H 1.109 -2.426 1.146 -0.03 -0.26 -0.28
H 1.756 -4.521 -0.101 -0.03 0.03 -0.28
H 1.123 -4.714 -2.553 -0.04 0.26 0.18
H -0.104 -2.759 -3.634 0.25 -0.33 0.25
N 0.150 -1.615 -0.480 0.48 -0.57 -0.57
C -0.146 -1.657 -1.807 0.54 -1.31 1.15
C -0.865 -0.485 -2.293 -1.04 1.58 0.12
N -1.185 0.402 -1.306 0.05 0.35 -0.74
C -1.717 1.596 -1.604 -0.01 -0.90 -0.41
C -1.849 0.980 -3.935 0.03 0.03 0.48
C -2.081 1.912 -2.915 0.10 -0.11 0.10
H -1.855 2.273 -0.758 -0.08 -0.15 -0.41
H -2.555 2.876 -3.094 0.16 -0.27 -0.16
C -1.215 -0.229 -3.627 0.14 -0.05 0.60
H -0.994 -0.991 -4.376 -0.12 0.47 0.09
H -2.159 1.196 -4.958 0.12 -0.06 0.28
Ni -0.790 -0.180 0.605 1.71 0.58 -0.76
I -2.742 -1.652 1.270 -0.42 -0.47 -0.12
C 2.994 1.434 -0.813 0.34 -0.22 -0.19
C 2.066 1.780 0.339 0.01 1.14 0.09
O 1.118 0.893 0.584 -1.22 -1.06 0.35
C 2.984 1.992 1.624 0.06 0.30 -0.14
F 3.659 3.182 1.608 -0.29 -0.93 0.22
F 2.270 1.959 2.776 0.55 -0.01 -0.68
F 3.931 1.006 1.692 -0.77 0.68 0.22
C 1.448 3.182 -0.089 0.45 0.09 -0.03
F 2.398 4.123 -0.365 -0.86 -0.36 0.12
F 0.732 3.036 -1.251 0.24 0.09 0.82
F 0.607 3.704 0.834 0.31 -0.20 -0.46
H 3.476 0.480 -0.593 0.00 0.13 -0.11
H 3.739 2.226 -0.941 0.03 -0.30 -0.16
H 2.389 1.332 -1.717 0.12 0.02 0.03
```
Forces are in eV/Å.

Output
multiplicity: 3
F_max: 2.0 eV/Å
energy above the lowest of the compared OMol25 structures with the same formula, charge and spin: 12.4 kcal/mol
electronic energy: -3209.9141 hartree
<S²>: 2.006
LUMO level (alpha / beta): -1.07 / -1.05 eV